# 1
Entry from OMol25: a 2-piece molecular cluster, C3H8N2O overall in a non-equilibrium geometry (the ωB97M-V functional and the def2-TZVPD basis).

```
14
Properties=species:S:1:pos:R:3:lowdin_charge:R:1
C -0.25279 1.12800 -2.26665 -0.042
C 0.74953 0.28873 -1.93359 -0.292
N 0.95030 -0.18146 -0.64836 0.034
H -0.76417 1.62503 -1.44923 0.037
H -0.60408 1.11790 -3.28706 0.033
H 1.39841 -0.08789 -2.71348 0.095
H 1.61570 -0.93157 -0.57821 0.082
H 0.18304 -0.34742 -0.02434 0.022
N -0.10568 0.08993 2.50656 0.107
C -0.76632 -1.03669 2.06311 -0.405
O -0.47315 -1.77091 1.15772 0.021
H -0.77482 0.82440 2.71691 0.097
H 0.56041 0.46477 1.83471 0.082
H -1.71637 -1.18284 2.62191 0.130
```

Computed properties:
- charge = 0
- SMILES = C=CN.NC=O
- lowest unoccupied orbital energy (eV) = 0.82
- Kohn-Sham gap (eV) = 8.748
- electronic energy (eV) = -8267.59256



# 2
Entry from OMol25: a 7-piece molecular cluster, C25H46FNO10S4 overall in a non-equilibrium geometry (the ωB97M-V functional and the def2-TZVPD basis).

```
87
Properties=species:S:1:pos:R:3:lowdin_charge:R:1
C 1.39934 1.03334 1.46561 0.009
C 0.72034 -0.04266 0.55961 -0.278
O 0.83334 -1.25266 0.87561 0.054
N -0.06066 0.44434 -0.67739 -0.014
H -0.60366 1.45134 -0.26139 0.098
H 0.54634 1.01334 -1.33439 0.102
C -0.83966 -0.57066 -1.33939 -0.046
H 1.96734 0.58134 2.29461 0.102
H 0.63934 1.50034 2.12161 0.101
H 1.47734 2.01734 1.13061 0.032
H -1.52766 0.01434 -1.97739 0.114
H -1.51666 -1.00166 -0.61239 0.063
H -0.18766 -1.39866 -1.59039 0.100
O -1.18466 2.71334 0.05561 -0.326
H -1.51166 3.51334 0.17561 -0.156
F 6.79634 -4.36966 2.30361 0.066
C 5.63534 -4.02666 1.72861 -0.253
C 5.12934 -2.72466 1.58461 -0.011
C 3.84134 -2.42866 1.02461 -0.057
C 3.03534 -3.49566 0.64061 -0.093
C 3.51434 -4.81666 0.73061 -0.082
C 4.73334 -5.09466 1.32761 -0.016
H 5.77134 -1.88366 1.78761 0.100
H 3.56034 -1.39766 0.84861 0.093
H 2.19134 -3.18666 0.24561 0.019
H 2.93634 -5.69066 0.32661 0.115
H 5.13334 -6.07966 1.39961 0.098
C -4.59066 0.01134 0.41761 -0.202
C -5.34466 -0.68166 -0.75939 -0.310
C -5.73766 -1.91566 -0.33939 -0.312
S -6.20666 -1.60466 1.34161 0.603
O -5.47166 -2.53066 2.15461 -0.311
O -7.59366 -1.45866 1.40561 -0.280
C -5.52566 -0.07366 1.59161 -0.247
H -4.32166 1.09134 0.16761 0.143
H -3.66666 -0.44466 0.46861 0.075
H -4.59166 -0.72966 -1.59839 0.132
H -6.38966 -0.10066 -1.16339 0.191
H -4.91966 -2.66166 -0.45539 0.109
H -6.73366 -2.21566 -0.95939 0.173
H -5.07366 -0.05466 2.56161 0.112
H -6.30766 0.67034 1.47561 0.118
C 3.25734 4.13634 2.60261 -0.150
C 2.05734 4.73034 1.84061 -0.284
C 2.03834 6.15934 2.03861 -0.281
S 3.69234 6.73834 2.30561 0.671
O 3.66934 7.25134 3.68161 -0.335
O 4.22034 7.47234 1.21761 -0.317
C 4.50434 5.08734 2.20761 -0.186
H 3.40434 3.12534 2.13761 0.108
H 3.05634 4.21134 3.65861 0.111
H 1.11434 4.46934 2.20561 0.099
H 1.91034 4.57134 0.80561 0.095
H 1.40534 6.32734 2.86061 0.085
H 1.41434 6.73134 1.21961 0.163
H 5.40134 5.05834 2.94561 0.125
H 5.08534 4.91034 1.31561 0.083
C -0.36566 2.89934 -4.80339 -0.216
C 0.88234 3.22134 -5.50739 -0.238
C 1.97634 3.53634 -4.53339 -0.191
S 1.31834 3.16434 -2.91239 0.683
O 1.84834 4.09134 -2.01439 -0.292
O 1.47434 1.71434 -2.67939 -0.338
C -0.43266 3.49534 -3.29539 -0.183
H -0.62066 1.95734 -4.35039 0.092
H -1.22566 3.24734 -5.46339 0.138
H 0.83734 4.04734 -6.16139 0.098
H 1.19834 2.37134 -6.24939 0.163
H 2.04934 4.64034 -4.44839 0.136
H 2.69634 3.00734 -4.73739 0.013
H -0.57066 4.64134 -3.22239 0.129
H -1.09666 3.18734 -2.49039 0.073
C -2.06666 -6.16466 1.67361 -0.173
C -0.67666 -5.59766 1.34261 -0.235
C -0.72666 -5.44066 -0.13239 -0.300
S -2.30966 -4.92566 -0.55739 0.635
O -2.71766 -5.83166 -1.59339 -0.311
O -2.35966 -3.49066 -0.78539 -0.321
C -3.14266 -5.35766 0.89761 -0.214
H -2.08366 -6.23066 2.69961 0.075
H -2.03466 -7.31966 1.13161 0.194
H 0.29734 -5.91266 1.74861 0.131
H -0.63666 -4.58066 1.64561 0.101
H -0.30066 -6.22866 -0.66439 0.087
H 0.05634 -4.68666 -0.53139 0.138
H -3.96266 -6.07866 0.49461 0.150
H -3.49066 -4.47866 1.31261 0.064
```

Computed properties:
- charge = 0
- lowest unoccupied orbital energy (eV) = 0.17
- Kohn-Sham gap (eV) = 9.240
- electronic energy (eV) = -94682.97610



# 3
Entry from OMol25: a 3-piece molecular cluster, C15H21ClF6O9 overall in a non-equilibrium geometry (the ωB97M-V functional and the def2-TZVPD basis).

```
52
Properties=species:S:1:pos:R:3:lowdin_charge:R:1
C 6.74267 -1.30273 2.15170 -0.021
C 5.08254 -1.43624 2.09766 -0.275
O 4.56883 -2.46806 2.79539 -0.031
O 4.19374 -0.55738 1.32200 -0.114
C 4.18874 0.82446 1.82656 -0.190
C 2.71357 1.27074 2.46208 -0.140
C 1.52481 0.82010 1.37583 -0.144
C 0.98444 -0.64852 1.86905 -0.173
O -0.15973 -1.17074 1.06052 -0.087
C -0.27834 -2.58463 1.54743 -0.398
O 0.28026 -3.61006 0.86525 0.000
O -0.98508 -2.84193 2.84474 -0.489
Cl 0.18687 -3.70783 3.75623 0.716
H 7.23450 -1.97659 1.32055 0.101
H 6.99268 -0.18673 1.90244 0.078
H 7.13660 -1.63343 3.21489 0.106
H 5.04635 1.08390 2.57911 0.130
H 4.34851 1.53692 0.88255 0.139
H 2.68765 2.45592 2.55250 0.127
H 2.51592 0.76270 3.50023 0.118
H 0.65143 1.62357 1.35654 0.127
H 1.99938 0.74975 0.28932 0.120
H 1.80496 -1.49794 1.84221 0.140
H 0.56121 -0.57096 2.97861 0.143
C -3.31977 -2.27610 0.25667 -0.042
C -3.56637 -3.70765 -0.18234 -0.197
O -4.82325 -3.81760 -0.86862 0.011
C -4.82659 -3.43523 -2.18527 -0.324
O -3.83648 -3.01375 -2.77814 0.144
C -6.20743 -3.64529 -2.80342 -0.472
F -7.21654 -3.18783 -2.00712 0.138
F -6.47173 -4.96417 -3.03104 0.142
F -6.35730 -3.01478 -4.00223 0.140
H -4.15805 -1.90806 0.85693 0.093
H -2.40178 -2.20458 0.84662 0.039
H -3.22918 -1.60795 -0.60531 0.087
H -3.62861 -4.35432 0.69921 0.131
H -2.74800 -4.08857 -0.80400 0.131
C -1.89437 5.87172 -2.32124 -0.065
C -1.82822 4.45154 -2.85187 -0.209
O -0.46458 4.01305 -2.95684 0.012
C 0.12175 3.58379 -1.79420 -0.320
O -0.44900 3.56427 -0.70639 0.135
C 1.54853 3.10528 -2.05549 -0.468
F 2.25672 3.96483 -2.84372 0.143
F 1.57599 1.89805 -2.69028 0.146
F 2.27765 2.95185 -0.91444 0.124
H -1.28562 6.54126 -2.93736 0.084
H -2.92582 6.23491 -2.31418 0.084
H -1.50008 5.93208 -1.30215 0.076
H -2.25055 4.41904 -3.86171 0.128
H -2.41389 3.75992 -2.23548 0.128
```

Computed properties:
- charge = 0
- SMILES = CC(=O)OCCCCOC(=O)OCl.CCOC(=O)C(F)(F)F.CCOC(=O)C(F)(F)F
- lowest unoccupied orbital energy (eV) = -0.86
- Kohn-Sham gap (eV) = 9.601
- electronic energy (eV) = -63142.99161



# 4
Entry from OMol25: C9H19BeBrCsF8Mg2NO6PSi as an isolated structure in a non-equilibrium geometry (the ωB97M-V functional and the def2-TZVPD basis).

```
50
Properties=species:S:1:pos:R:3:lowdin_charge:R:1
C 1.95760 3.98836 -1.20520 -0.067
C 0.46602 3.88610 -1.57498 -0.272
C 0.20353 3.01525 -2.81745 -0.372
C 0.63180 1.55498 -2.72022 -0.290
Si -0.00794 0.72062 -1.15086 0.723
C 1.32364 0.85717 0.23161 -0.300
O 0.82534 -0.03924 1.25940 -0.337
N 1.78451 -0.40633 2.20531 -0.502
O 2.59831 0.46096 2.40154 -0.200
H 2.48380 4.75840 -1.76825 0.095
H 2.47083 3.02739 -1.26019 0.070
H 1.99594 4.30077 -0.15296 0.085
H -0.16349 3.62985 -0.71190 0.105
H 0.15169 4.93756 -1.84724 0.091
H 0.79025 3.47326 -3.64092 0.075
H -0.87932 3.11202 -3.10074 -0.077
H 0.17015 1.02166 -3.56527 0.076
H 1.71592 1.44685 -2.82516 0.084
H -1.32133 1.28424 -0.66028 -0.023
H -0.15904 -0.74705 -1.39342 -0.023
H 1.36919 1.89990 0.54532 0.086
H 2.27738 0.53053 -0.21443 0.096
Mg 1.52206 -2.02012 0.75075 1.059
C -2.38710 -3.49157 2.02665 -0.020
C -3.10808 -3.75646 0.61354 -0.624
O -2.27319 -3.85093 -0.29172 0.131
O -4.31345 -3.81571 0.67562 0.183
H -1.30731 -3.44795 1.90502 0.053
H -2.74907 -2.52507 2.42589 -0.068
H -2.62894 -4.29814 2.72393 0.092
F -2.37137 1.61988 0.61880 -0.682
Mg -1.69075 4.58741 -3.49942 1.154
F -1.73463 -3.91225 5.54775 -0.442
P -2.03012 -5.41404 6.31057 0.376
F -1.94491 -5.81921 4.70396 -0.215
F -0.69888 -5.00268 7.19583 -0.207
F -2.85213 -4.53542 7.40488 -0.184
F -1.39616 -6.89168 6.60344 -0.183
F -3.48131 -6.17914 6.28835 -0.189
Br -2.55034 -1.98940 4.37432 0.926
Be -3.09464 1.49240 -4.26581 0.515
C 3.38105 1.73468 -6.06206 -0.008
C 2.92062 2.69842 -4.95662 -0.728
O 3.70105 2.89938 -4.02172 -0.005
O 1.76045 3.18620 -5.12612 -0.073
H 4.37698 1.35492 -5.85112 0.074
H 2.68999 0.89345 -6.13144 0.070
H 3.39766 2.25310 -7.02002 0.077
F -3.59626 -2.13516 6.25133 -0.419
Cs 1.77398 -0.34813 4.77172 1.218
```

Computed properties:
- charge = +1
- lowest unoccupied orbital energy (eV) = -8.17
- Kohn-Sham gap (eV) = 2.514
- electronic energy (eV) = -144177.60225